(1)
Molecular formula: C3H10N3S
Method: DFT, the ωB97M-V functional and the def2-TZVPD basis

The geometry in ORCA input format:
```
! RIJCOSX wB97M-V def2-TZVPD def2/J DEFGRID3
* xyz 1 1
C 0.76 -0.87 -0.45
C 0.70 -1.89 0.63
C 1.44 0.51 -0.14
N 0.17 -1.12 -1.52
N -2.15 1.10 0.08
N 0.58 1.45 0.06
S 3.15 0.82 -0.06
H 0.50 -2.87 0.21
H 1.69 -2.09 1.07
H 0.00 -1.45 1.35
H 0.07 -0.40 -2.26
H -2.64 0.49 -0.63
H -2.75 1.93 0.35
H 0.95 2.38 0.07
H -0.49 1.37 -0.21
H -1.98 0.49 0.88
H 3.58 -0.26 -0.63
*
```

Summary:
**HOMO-LUMO gap**: 9.8 eV
**M**: 120.20 g/mol

***

(2)
Molecular formula: C3H10N4
Method: DFT, the ωB97M-V functional and the def2-TZVPD basis

The geometry in ORCA input format:
```
! RIJCOSX wB97M-V def2-TZVPD def2/J DEFGRID3
* xyz 0 1
C 2.48 -0.36 -0.21
C 0.97 -2.15 0.25
C 0.24 0.10 -0.02
H 1.34 3.04 0.74
H 0.65 3.90 -0.51
H -0.19 3.17 0.77
H 2.83 0.10 0.75
H 2.45 0.39 -0.96
H 3.09 -1.29 -0.53
H 1.26 -2.36 1.28
H 1.46 -2.84 -0.44
H -0.15 -2.26 0.18
H 0.15 1.17 -0.06
N 0.55 3.06 0.05
N 1.14 -0.73 -0.11
N -3.86 -0.22 0.00
N -2.82 -0.47 -0.13
*
```

Summary:
**HOMO-LUMO gap**: 7.1 eV
**M**: 102.14 g/mol

***

(3)
Molecular formula: C3H10N4
Method: DFT, the ωB97M-V functional and the def2-TZVPD basis

The geometry in ORCA input format:
```
! RIJCOSX wB97M-V def2-TZVPD def2/J DEFGRID3
* xyz 0 1
C -1.22 0.24 -0.09
C 1.41 0.45 0.08
C 1.91 -0.99 0.10
N -1.66 1.34 0.64
N -1.60 -0.98 0.42
N -1.17 0.36 -1.52
N -0.24 0.51 -2.22
H -2.62 1.30 0.96
H -1.43 2.23 0.22
H -2.23 -1.02 1.21
H -1.32 -1.80 -0.11
H 0.89 0.59 -1.04
H 2.24 1.15 -0.01
H 0.94 0.70 1.03
H 1.08 -1.69 0.12
H 2.50 -1.21 -0.79
H 2.53 -1.18 0.98
*
```

Summary:
**HOMO-LUMO gap (alpha / beta)**: 7.6 / 7.6 eV
**M**: 102.14 g/mol

***

(4)
Molecular formula: C3H10N4
Method: DFT, the ωB97M-V functional and the def2-TZVPD basis

The geometry in ORCA input format:
```
! RIJCOSX wB97M-V def2-TZVPD def2/J DEFGRID3
* xyz 0 1
C -0.86 0.38 0.48
N -0.25 0.00 -0.77
N -0.92 -2.20 0.05
N 1.18 -0.27 -0.74
N 0.29 -2.64 0.42
C -0.63 1.62 -0.38
C 0.36 2.56 -0.08
H -1.64 -2.79 0.46
H 1.46 -0.34 -1.72
H 1.71 0.49 -0.32
H 0.45 -3.00 1.36
H 1.03 -2.02 0.07
H -1.90 0.07 0.58
H -0.24 0.26 1.37
H -1.49 1.98 -0.94
H 1.21 2.32 0.55
H 0.25 3.59 -0.39
*
```

Summary:
**HOMO-LUMO gap (alpha / beta)**: 8.3 / 7.2 eV
**M**: 102.14 g/mol

***

(5)
Molecular formula: C3H10N4
Method: DFT, the ωB97M-V functional and the def2-TZVPD basis

The geometry in ORCA input format:
```
! RIJCOSX wB97M-V def2-TZVPD def2/J DEFGRID3
* xyz 2 1
N -0.37 -2.31 -0.34
C 0.22 -1.29 0.08
N 1.31 -1.34 0.82
C -0.45 0.18 -0.04
N -0.70 0.60 -1.40
C 0.32 1.42 0.26
N -0.19 2.47 0.87
H -1.36 -2.27 -0.66
H 0.01 -3.28 0.01
H 2.13 -0.70 0.87
H 1.53 -2.40 0.99
H -1.36 0.12 0.65
H -0.06 0.28 -2.05
H -1.57 0.84 -1.77
H 1.26 1.82 -0.28
H 0.29 3.43 0.63
H -1.02 2.43 1.36
*
```

Summary:
**HOMO-LUMO gap**: 10.4 eV
**M**: 102.14 g/mol

***

(6)
Molecular formula: C3H10N4
Method: DFT, the ωB97M-V functional and the def2-TZVPD basis

The geometry in ORCA input format:
```
! RIJCOSX wB97M-V def2-TZVPD def2/J DEFGRID3
* xyz 2 1
N -0.88 -1.22 -0.89
N -0.93 -0.18 -0.13
N 0.65 0.60 -0.05
C 1.42 0.25 1.14
C 1.79 -0.30 -0.20
C -2.06 0.68 0.00
N -1.56 -0.10 1.03
H -0.86 -1.26 -1.88
H -0.83 -2.10 -0.44
H 0.83 1.46 -0.68
H 0.83 -0.40 1.79
H 1.90 1.13 1.67
H 2.74 0.00 -0.83
H 1.63 -1.28 -0.61
H -3.01 0.37 -0.50
H -2.12 1.78 -0.17
H -1.12 0.30 1.85
*
```

Summary:
**HOMO-LUMO gap**: 10.4 eV
**M**: 102.14 g/mol

***

(7)
Molecular formula: C3H10N4O2
Method: DFT, the ωB97M-V functional and the def2-TZVPD basis

The geometry in ORCA input format:
```
! RIJCOSX wB97M-V def2-TZVPD def2/J DEFGRID3
* xyz 0 1
C -1.63 -1.20 0.21
C -1.11 0.19 -0.12
O -1.92 1.10 -0.37
C 0.32 0.55 0.44
N 0.45 1.97 0.43
N 0.62 0.05 1.74
N 1.21 -0.01 -0.59
N 0.36 -0.18 -1.87
O 2.07 -1.02 -0.21
H -2.42 -1.11 0.96
H -0.86 -1.86 0.60
H -2.04 -1.64 -0.70
H -0.38 2.50 0.15
H 1.33 2.38 0.11
H 1.51 -0.02 2.21
H -0.01 0.14 2.53
H -0.19 0.60 -2.22
H 0.25 -1.13 -2.24
H 2.46 -1.30 -1.06
*
```

Summary:
**HOMO-LUMO gap**: 8.7 eV
**M**: 134.14 g/mol

***

(8)
Molecular formula: C3H10N4S
Method: DFT, the ωB97M-V functional and the def2-TZVPD basis

The geometry in ORCA input format:
```
! RIJCOSX wB97M-V def2-TZVPD def2/J DEFGRID3
* xyz 2 1
C -0.94 -0.16 -0.14
C -1.08 2.24 0.19
C 0.68 -2.10 0.62
N 1.02 1.02 -0.02
N -0.36 0.98 -0.01
N 0.50 -1.20 -0.45
N 1.46 -0.22 -0.72
S -2.53 -0.64 -0.12
H -0.43 3.05 0.59
H -1.59 2.71 -0.81
H -1.97 2.09 0.75
H -0.25 -2.58 0.83
H 1.01 -1.84 1.57
H 1.21 -2.96 0.25
H 1.45 1.94 -0.32
H 1.55 -0.03 -1.78
H 2.43 -0.42 -0.13
H -2.14 -1.89 -0.30
*
```

Summary:
**HOMO-LUMO gap**: 9.7 eV
**M**: 134.21 g/mol

***

(9)
Molecular formula: C3H10N5
Method: DFT, the ωB97M-V functional and the def2-TZVPD basis

The geometry in ORCA input format:
```
! RIJCOSX wB97M-V def2-TZVPD def2/J DEFGRID3
* xyz 1 1
H 0.08 -0.66 -1.85
N -0.50 -1.04 -1.16
C -1.24 -0.45 -0.30
N -1.92 -1.18 0.70
C -1.21 1.05 -0.03
C 0.17 1.46 -0.42
N 1.14 0.65 0.34
N 1.76 -0.25 -0.34
N 2.39 -1.09 0.39
H -2.88 -0.78 0.71
H -1.90 -2.20 0.51
H -1.91 1.61 -0.68
H -1.43 1.24 0.98
H 0.47 1.19 -1.42
H 0.32 2.46 -0.21
H 1.32 0.83 1.27
H 2.53 -0.87 1.44
H 2.82 -1.97 0.09
*
```

Summary:
**HOMO-LUMO gap**: 8.1 eV
**M**: 116.15 g/mol

***

(10)
Molecular formula: C3H10N5
Method: DFT, the ωB97M-V functional and the def2-TZVPD basis

The geometry in ORCA input format:
```
! RIJCOSX wB97M-V def2-TZVPD def2/J DEFGRID3
* xyz 1 1
C 2.11 0.39 -0.10
C 3.30 1.18 0.00
C -2.63 1.83 0.03
N 1.04 -0.03 0.03
N -0.19 -0.55 0.00
N -1.27 0.17 -0.11
N -1.25 1.44 -0.05
N -0.55 -3.03 -0.02
H 3.77 0.93 1.02
H 3.07 2.23 0.01
H 3.74 1.10 -1.00
H -2.61 2.74 0.59
H -2.88 2.28 -0.90
H -3.36 1.05 0.28
H -0.56 -3.68 -0.81
H -0.18 -1.70 -0.01
H 0.00 -3.33 0.79
H -1.54 -3.02 0.24
*
```

Summary:
**HOMO-LUMO gap**: 9.6 eV
**M**: 116.15 g/mol

***

Calculated relative energy (zero: lowest compared OMol25 entry of this formula, charge and spin) (kcal/mol), listed in the same order as above: 32.7; 76.3; 78.3; 150.0; 40.1; 203.9; 133.6; 86.5; 67.0; 113.5